Computed, not measured: C38H80N4O10P2Si2 as an isolated structure at a distorted geometry, with ωB97M-V/def2-TZVPD.

Last column: Mulliken charge in e.
Cartesian coordinates (Å):
C  2.8570  -3.9265  -6.1808  -0.2929
O  2.6881  -5.2747  -6.7547  -0.4562
C  1.3562  -5.7988  -6.4055  -0.1418
C  0.2520  -4.9694  -7.3129  -0.1105
C  -0.9495  -5.9913  -7.7597  -0.6085
C  -2.2691  -5.9831  -6.7870  -0.5858
C  -2.0235  -5.3731  -5.2851  -0.0516
C  -2.5381  -3.8163  -5.3024  -0.6173
C  -2.6922  -3.1362  -3.8194  -0.6223
C  -1.4512  -3.5376  -2.7723  0.4022
C  -1.3545  -2.2354  -1.7312  -0.4219
C  -0.9527  -2.6491  -0.1983  -0.0591
Si  0.8954  -3.0886  0.0856  0.1771
N  1.0565  -4.8720  -0.3186  -0.6685
O  2.0480  -2.2586  -0.9330  -0.3064
Si  2.0031  -0.5160  -0.7613  0.1067
C  1.0190  0.1468  0.7525  -0.1719
C  1.2093  1.8084  0.7813  0.5985
C  0.0045  2.5470  -0.0932  -0.9915
C  0.9863  2.2332  2.3812  -0.9880
N  1.2948  0.3295  -2.2285  -0.5337
C  1.7281  -0.2700  -3.3847  0.2308
C  3.3341  -0.5056  -3.7829  -0.7368
C  0.6552  -0.7875  -4.5591  -0.6031
N  3.6976  0.1761  -0.6280  -0.0376
C  4.4069  -0.4683  0.3538  0.3712
C  5.1643  -1.9246  0.2127  -0.8319
C  4.5401  0.3561  1.8031  -0.5392
C  1.3258  -2.9959  2.0041  0.1263
C  0.1019  -3.3190  2.9806  -0.2346
C  0.3137  -3.2254  4.5938  -0.4570
C  1.8440  -2.7828  4.9372  -0.5481
C  2.8881  -2.5586  3.7398  -0.1485
N  2.7435  -2.6352  2.2587  0.1391
H  2.4568  -3.8417  -5.0640  0.0029
H  4.0152  -3.7081  -6.1287  0.2795
H  2.2820  -3.0959  -6.8036  0.1939
H  1.2737  -6.9532  -6.5953  0.2702
H  1.1977  -5.6156  -5.2403  0.0775
H  -0.1002  -3.9674  -6.8217  -0.1447
H  0.8281  -4.6607  -8.3100  0.4027
H  -0.5473  -7.0950  -7.7862  0.1729
H  -1.2879  -5.6759  -8.8456  0.2863
H  -3.1008  -5.3189  -7.3009  0.2358
H  -2.7236  -7.0561  -6.6710  0.3311
H  -0.9468  -5.5279  -4.8530  -0.0522
H  -2.7577  -5.9572  -4.5510  0.3920
H  -1.9149  -3.0948  -5.9863  0.1855
H  -3.6348  -3.8355  -5.7739  0.3186
H  -2.5689  -1.9597  -3.9798  0.2059
H  -3.7483  -3.2734  -3.3191  0.2017
H  -1.6766  -4.5458  -2.2221  0.3523
H  -0.4189  -3.5475  -3.3719  -0.4196
H  -0.7163  -1.3767  -2.2040  -0.1421
H  -2.4714  -1.8170  -1.6797  0.1018
H  -1.5754  -3.6369  0.0511  0.2901
H  -1.3130  -1.8615  0.6236  0.2278
H  0.2136  -5.3998  -0.0033  0.3042
H  1.2099  -4.9290  -1.3492  0.1736
H  -0.1407  -0.0264  0.7089  0.2554
H  1.4890  -0.2208  1.7812  -0.1039
H  2.2834  2.1418  0.4578  0.3873
H  -0.5102  3.3370  0.6052  0.3612
H  -0.8067  1.7523  -0.3954  0.1405
H  0.5057  3.0106  -1.0473  0.2045
H  0.9094  3.3933  2.5406  0.1618
H  -0.0311  1.7660  2.7828  0.1970
H  1.8418  1.7845  3.0593  0.2254
H  3.8159  -1.4161  -3.2268  0.0966
H  3.9360  0.4782  -3.5819  0.2780
H  3.4003  -0.7184  -4.9558  0.3484
H  -0.4048  -0.3973  -4.1831  0.2592
H  0.9581  -0.3547  -5.6122  0.4530
H  0.6562  -1.9804  -4.5517  -0.1692
H  4.5667  -2.7309  -0.3894  0.0853
H  6.1991  -1.7539  -0.3062  0.3653
H  5.4086  -2.3744  1.2918  0.2537
H  3.7538  0.0110  2.5978  -0.0226
H  5.6682  0.2614  2.1790  0.4072
H  4.4216  1.5083  1.5146  0.1210
H  -0.9486  -3.6215  2.5483  0.1812
H  -0.5590  -3.4347  5.3442  0.3336
H  2.1773  -2.6315  6.0577  0.2831
H  3.9967  -2.2746  4.0880  0.2538
O  -6.9875  -1.9992  2.5906  -0.7525
P  -5.6341  -1.6285  3.2449  0.9382
O  -5.8725  0.0159  3.1131  -0.3065
C  -7.1319  0.6019  3.4112  -0.2624
C  -7.1596  1.1315  4.8334  -1.0749
O  -4.7235  -1.8070  1.8667  -0.2953
C  -5.1105  -2.7118  0.8473  -0.0961
C  -5.8300  -1.9637  -0.2606  -1.1963
O  -4.1219  -1.2142  3.9760  -0.2819
C  -4.0939  -0.6104  5.2540  -0.0516
C  -4.6725  -1.5091  6.3236  -1.1328
H  -7.9667  -0.0853  3.2608  0.3069
H  -7.2734  1.4329  2.7144  0.3124
H  -7.0231  0.3197  5.5512  0.2080
H  -8.1144  1.6232  5.0438  0.4022
H  -6.3547  1.8548  4.9937  0.2629
H  -5.7177  -3.5297  1.2480  0.3976
H  -4.1984  -3.1623  0.4433  0.1658
H  -6.7076  -1.4296  0.1171  0.3567
H  -6.1521  -2.6495  -1.0488  0.3815
H  -5.1719  -1.2069  -0.7002  0.2294
H  -4.5939  0.3585  5.2281  0.1277
H  -3.0433  -0.4059  5.4878  0.3583
H  -5.7156  -1.7586  6.1113  0.3186
H  -4.6216  -1.0227  7.3012  0.3861
H  -4.1191  -2.4527  6.3720  0.2881
O  4.2235  9.5169  2.2098  -0.7420
P  3.5292  8.4005  3.0276  1.0267
O  2.1766  8.3495  2.0549  -0.3826
C  2.2871  8.4014  0.6396  -0.2740
C  2.2587  7.0060  0.0428  -1.0353
O  2.8989  9.4069  4.1897  -0.3523
C  3.5411  10.6234  4.5294  -0.3039
C  2.8755  11.7785  3.8032  -1.0502
O  2.7534  7.1531  3.9414  -0.3073
C  2.5957  5.8620  3.3874  -0.0803
C  3.9232  5.1980  3.0988  -0.6219
H  3.1836  8.9251  0.3021  0.3153
H  1.4283  8.9689  0.2701  0.3206
H  3.1093  6.4178  0.3940  0.1937
H  2.2972  7.0526  -1.0499  0.4489
H  1.3466  6.4776  0.3352  0.2292
H  4.6157  10.5786  4.3256  0.3251
H  3.4285  10.7648  5.6089  0.3503
H  2.8941  11.6372  2.7179  0.2614
H  3.3699  12.7246  4.0398  0.3764
H  1.8208  11.8519  4.0883  0.2722
H  1.9644  5.9035  2.4992  0.0667
H  2.0483  5.2632  4.1237  0.3779
H  4.5124  5.7812  2.3861  0.3361
H  3.7691  4.1966  2.6881  -0.0698
H  4.5169  5.1138  4.0150  0.3376

## Properties
Kohn-Sham gap	0.2270	Eh
2S+1	1
DFT total energy	-3728.50213	Ha
total charge	0
M	871.2	g mol⁻¹

=====

Computed, not measured: C2H3NS4 as an isolated structure at a distorted geometry, with ωB97M-V/def2-TZVPD.

Last column: Mulliken charge in e.
Cartesian coordinates (Å):
C  -0.6881  0.0776  0.8005  -0.1800
C  0.3101  0.3183  -0.2382  0.0928
N  -1.7115  -0.6125  0.7159  -0.1289
S  -0.4063  0.7883  -1.9028  -0.1710
S  -2.8912  -1.1559  -0.2006  0.0910
S  1.3309  1.5443  0.5789  -0.2382
S  1.3337  -1.1416  -0.1484  -0.1266
H  -0.3166  0.5619  1.7405  0.3131
H  2.3138  1.6161  -0.3505  0.1834
H  0.7252  -1.9964  -0.9952  0.1645

## Properties
Kohn-Sham gap (spin up / spin down)	0.1938 / 0.1936	Eh
2S+1	1
DFT total energy	-1725.35728	Ha
total charge	0
M	169.3	g mol⁻¹

=====

Computed, not measured: C6H8 in the gas phase, with ωB97M-V/def2-TZVPD.

Last column: Mulliken charge in e.
Cartesian coordinates (Å):
C  -0.1021  -1.1940  0.3017  -1.3921
C  1.1991  0.2533  -0.4300  0.1569
C  -0.1092  0.0719  -0.8567  0.5480
C  2.3933  0.4948  -0.0044  -0.7103
C  -2.1525  0.9874  0.2449  -0.5930
C  -1.2139  1.0293  -0.6827  -0.5081
H  -0.1692  -0.4632  -1.8081  0.3126
H  0.0467  -0.8239  1.3102  0.3722
H  0.5699  -2.0184  0.0747  0.3882
H  -1.1421  -1.5178  0.1916  0.4426
H  2.9118  1.4128  -0.2867  0.2623
H  2.9390  -0.1916  0.6422  0.2664
H  -2.9804  1.6915  0.2293  0.2466
H  -2.1903  0.2681  1.0739  0.2079

## Properties
Kohn-Sham gap (spin up / spin down)	0.3042 / 0.2243	Eh
2S+1	1
DFT total energy	-233.16436	Ha
total charge	0
M	80.1	g mol⁻¹